Entry 1:
{"formula": "C3H3BrCl2", "method": "ωB97M-V/def2-TZVPD", "homo_lumo_gap_ha": 0.3837, "de_lowest_kcal_mol": 11.2, "lumo_energy_ha": 0.022, "homo_energy_ev": -9.84, "smiles": "Cl[C@H]1C[C@]1(Cl)Br", "species": ["C", "C", "C", "Cl", "Cl", "Br", "H", "H", "H"], "positions_angstrom": [[0.0101, -0.0292, -0.4839], [-0.1181, -0.7419, 0.8243], [-1.3871, -0.6421, -0.1242], [0.5629, -2.3463, 1.0026], [-1.9032, -2.0507, -0.9539], [-2.8961, 0.4682, 0.3928], [-0.0219, 0.9642, -0.6702], [0.5851, -0.7079, -1.1812], [-0.0024, -0.1752, 1.8000]], "forces_ev_per_a": [[-0.88, -5.06, -0.71], [-1.20, 1.15, 1.01], [2.17, 0.69, 1.14], [0.24, 0.23, -0.06], [-0.17, -0.47, -0.25], [0.87, -0.13, -0.10], [0.52, 3.05, 0.01], [-0.83, 1.25, 0.36], [-0.72, -0.72, -1.40]]}

***

Entry 2:
{"formula": "C16H48As7F42N4O4", "method": "ωB97M-V/def2-TZVPD", "homo_lumo_gap_ha": 0.2657, "charge": -3, "lumo_energy_ha": 0.025, "homo_energy_ev": -6.54, "species": ["C", "C", "C", "O", "C", "N", "H", "H", "H", "H", "H", "H", "H", "H", "H", "H", "H", "H", "C", "C", "C", "O", "C", "N", "H", "H", "H", "H", "H", "H", "H", "H", "H", "H", "H", "H", "C", "C", "C", "O", "C", "N", "H", "H", "H", "H", "H", "H", "H", "H", "H", "H", "H", "H", "C", "C", "C", "O", "C", "N", "H", "H", "H", "H", "H", "H", "H", "H", "H", "H", "H", "H", "As", "F", "F", "F", "F", "F", "F", "As", "F", "F", "F", "F", "F", "F", "As", "F", "F", "F", "F", "F", "F", "As", "F", "F", "F", "F", "F", "F", "As", "F", "F", "F", "F", "F", "F", "As", "F", "F", "F", "F", "F", "F", "As", "F", "F", "F", "F", "F", "F"], "positions_angstrom": [[-7.4316, 1.5207, 4.4139], [-7.5824, 2.4041, 5.6148], [-8.3687, 1.7916, 6.7990], [-8.5887, 2.8413, 7.7740], [-8.9029, 2.4105, 9.1272], [-6.2359, 2.8732, 6.2029], [-5.5807, 3.3518, 5.6014], [-6.3701, 3.3406, 7.0882], [-5.7245, 2.0765, 6.5547], [-6.9007, 0.6030, 4.6669], [-6.8955, 1.9574, 3.5713], [-8.4057, 1.2210, 4.0272], [-8.2003, 3.2724, 5.3859], [-7.9740, 0.8667, 7.2194], [-9.3556, 1.5068, 6.4343], [-9.8856, 1.9399, 9.1572], [-8.9258, 3.2542, 9.8170], [-8.1260, 1.7245, 9.4648], [-2.1509, 0.8506, -3.5286], [-1.3054, 2.1359, -3.0965], [-0.4577, 1.7535, -1.9031], [0.8092, 1.1972, -2.2479], [1.7157, 0.9185, -1.1025], [-0.3845, 2.6312, -4.1776], [-0.3108, 3.6376, -4.1346], [0.4645, 2.1973, -3.8444], [-0.7297, 2.2815, -5.0601], [-1.5540, -0.0180, -3.2506], [-2.6088, 0.8665, -4.5176], [-2.9564, 0.7770, -2.7979], [-2.0442, 2.9109, -2.8922], [-0.9036, 0.9790, -1.2791], [-0.5768, 2.5040, -1.1216], [2.3879, 0.1019, -1.3662], [1.0223, 0.4604, -0.3971], [2.1597, 1.8299, -0.7023], [8.2170, 0.6427, 5.6681], [9.5668, 0.8524, 6.3891], [9.7467, 0.6314, 7.9201], [9.6816, -0.7024, 8.2428], [10.2568, -1.0464, 9.4911], [10.7313, 0.0951, 5.7334], [10.9299, -0.8083, 6.1391], [10.7212, 0.0009, 4.7279], [11.5593, 0.6246, 5.9659], [7.7386, -0.3135, 5.8802], [8.3058, 0.7403, 4.5861], [7.5567, 1.3868, 6.1135], [9.9505, 1.8307, 6.0996], [9.0399, 1.1741, 8.5478], [10.7163, 1.0278, 8.2217], [10.4698, -0.2418, 10.1949], [11.2329, -1.4915, 9.2981], [9.5232, -1.7272, 9.9228], [0.0627, -7.7736, -3.0876], [-1.3660, -7.9350, -3.4808], [-1.6968, -7.5185, -4.8928], [-3.0654, -7.8735, -5.1510], [-3.5788, -7.3502, -6.3814], [-1.6093, -9.4958, -3.5118], [-2.5400, -9.8003, -3.7592], [-1.0295, -9.8215, -4.2720], [-1.3184, -9.9318, -2.6485], [0.2829, -6.7209, -2.9099], [0.7519, -8.1748, -3.8306], [0.4134, -8.1960, -2.1459], [-1.9235, -7.6614, -2.5850], [-0.9393, -8.0286, -5.4879], [-1.5228, -6.4552, -5.0577], [-3.4911, -6.2643, -6.3443], [-4.6616, -7.4464, -6.4620], [-3.2463, -7.6916, -7.3617], [3.2777, 9.3329, -5.5758], [1.6823, 8.8039, -6.1927], [3.2591, 8.0008, -4.3796], [4.8281, 9.9192, -4.9503], [3.2999, 10.7626, -6.7730], [2.3004, 10.3355, -4.4014], [4.1023, 8.3697, -6.8711], [11.3904, -4.1909, -0.4977], [12.7178, -2.9360, -0.2135], [11.5542, -3.9059, -2.3149], [10.1161, -5.4575, -0.8412], [11.1643, -4.2859, 1.2868], [10.2193, -2.8512, -0.4640], [12.5865, -5.5062, -0.3835], [-5.7556, 6.3484, -11.0652], [-5.1723, 6.1171, -12.7874], [-7.2857, 5.5959, -11.5933], [-6.3892, 6.5986, -9.3737], [-4.1567, 7.1198, -10.6133], [-6.2567, 7.9332, -11.6602], [-5.1957, 4.7418, -10.5291], [-4.7505, 8.9490, 0.6913], [-5.8881, 10.0760, -0.1708], [-4.2240, 10.3579, 1.7840], [-3.6387, 7.8353, 1.5697], [-5.3385, 7.6315, -0.3464], [-3.5454, 9.4405, -0.5327], [-6.0482, 8.5815, 1.8689], [-7.9928, -5.8541, 0.2776], [-6.6053, -4.8664, -0.2333], [-7.9161, -5.3169, 2.0051], [-9.4155, -6.9183, 0.6692], [-8.1033, -6.4148, -1.3647], [-6.8350, -7.2180, 0.6490], [-9.1692, -4.5126, -0.0097], [4.5107, -2.8692, -8.1835], [2.7950, -2.3065, -8.5580], [4.1187, -2.4151, -6.4836], [6.1549, -3.5283, -7.6114], [4.7498, -3.3379, -9.9129], [5.2581, -1.2513, -8.5025], [4.0536, -4.6389, -7.9243], [-0.4380, -1.0709, 7.0327], [-2.0615, -1.7185, 6.5140], [-0.3868, -2.4225, 8.2458], [1.2041, -0.5440, 7.5740], [-0.4839, 0.2004, 5.8089], [-1.3634, 0.0034, 8.1322], [0.4847, -2.2247, 5.9324]], "forces_ev_per_a": [[0.46, -0.74, -0.21], [-0.79, 0.32, 1.17], [-0.92, 0.57, 0.31], [0.78, -0.30, 0.24], [0.21, -0.26, -0.83], [-0.44, -1.06, 0.24], [-0.09, 0.59, -0.47], [-0.59, 1.13, 0.13], [0.35, -1.01, -0.37], [0.02, -0.13, 0.05], [-0.01, 0.35, 0.18], [-0.07, 0.13, 0.18], [0.65, 0.44, -0.14], [0.62, 0.11, 0.23], [-0.03, -0.08, -0.40], [0.03, -0.18, -0.06], [0.13, 0.24, -0.50], [-0.10, -0.19, 0.11], [0.82, 0.92, 1.16], [-1.88, -1.79, -0.54], [-0.26, -0.91, 2.35], [0.74, 1.27, -0.33], [-2.19, -0.40, -0.52], [-1.08, -0.50, 1.13], [0.16, 0.44, -0.39], [1.47, -0.32, -0.67], [0.40, 0.18, -0.58], [0.13, -0.19, -0.94], [0.36, -0.07, -0.05], [-0.21, 0.34, -0.09], [0.42, 0.15, 0.24], [-0.95, -0.60, -0.61], [1.51, 1.09, -0.25], [0.22, 0.62, -0.46], [0.27, 0.18, 0.65], [0.11, -0.18, -0.23], [0.43, -0.47, 1.17], [0.29, 0.14, -0.60], [-0.11, 0.86, -0.36], [-0.04, -0.60, -0.65], [0.02, -0.62, 0.08], [0.43, -0.33, 0.70], [-0.54, -0.83, 0.20], [-0.45, -0.03, -0.56], [0.47, 0.29, -0.12], [0.29, -0.15, 0.06], [-0.01, 0.31, 0.12], [-0.08, 0.17, -0.43], [-0.77, 0.59, 0.65], [-0.43, 0.45, -0.50], [0.46, 0.26, -0.21], [-0.52, 0.50, -0.24], [-0.08, -0.48, 0.14], [0.54, -0.18, 0.31], [1.50, 0.49, -0.11], [-0.24, -1.82, 1.39], [-1.10, 0.58, 0.45], [1.07, -0.55, -0.68], [-1.03, 1.49, -0.06], [0.41, 0.67, -0.37], [-0.76, 0.41, 0.07], [0.49, -0.45, -0.18], [0.11, -0.15, 0.31], [-0.03, 0.16, -0.51], [0.07, 0.27, -0.28], [-0.75, -0.46, 0.21], [-0.86, 0.69, -0.76], [-0.20, -0.28, -0.69], [-0.08, 0.16, 0.18], [0.46, 0.16, -0.16], [-0.04, -0.64, 0.77], [0.97, -0.55, 0.43], [-1.34, 1.34, -1.01], [1.50, 0.18, 0.24], [0.32, 0.89, -1.16], [-1.07, -0.55, -0.26], [-0.13, -1.80, 1.63], [1.55, -0.85, -1.09], [-0.76, 0.73, 1.71], [-0.01, 0.81, -0.84], [-1.36, -1.61, -0.33], [0.10, -0.73, 2.56], [1.46, 1.72, 0.65], [0.13, -0.21, -1.31], [0.57, -1.11, -0.09], [-0.83, 1.20, -0.38], [0.98, 0.22, -0.40], [-0.17, -0.30, 1.90], [0.87, 0.69, 0.65], [0.56, 0.00, -2.10], [-1.89, -1.21, -0.40], [-0.28, -0.70, 0.91], [-0.15, 1.23, -0.62], [-0.47, 1.93, -0.17], [0.95, -1.11, 1.09], [-0.54, -1.96, -1.34], [-0.94, 1.06, -0.97], [0.66, 0.69, 0.85], [-0.72, -0.87, 1.44], [0.99, 0.12, -0.70], [-0.72, -0.41, 1.23], [-1.02, -0.40, 0.73], [0.20, -0.55, -1.81], [1.55, 0.95, -0.17], [-0.08, 0.15, 0.19], [-1.24, 1.38, -0.25], [1.37, -1.17, 0.05], [0.71, -1.05, 0.37], [2.23, -0.85, 0.22], [0.48, -0.54, -1.56], [-1.90, 1.38, -1.01], [-0.12, 0.75, 1.79], [-1.11, -1.93, 0.37], [-0.43, 2.11, -0.12], [0.40, -2.16, 0.01], [1.80, 0.72, 0.13], [-0.15, 1.70, -0.86], [-1.89, 0.00, -0.17], [0.06, -0.92, 0.68], [1.19, -0.77, -0.58], [-1.49, 1.53, 0.83]]}

***

Entry 3:
{"formula": "C3H8N3OS", "method": "ωB97M-V/def2-TZVPD", "homo_lumo_gap_ha": 0.3215, "charge": 1, "de_lowest_kcal_mol": 69.2, "lumo_energy_ha": -0.178, "homo_energy_ev": -13.60, "smiles": "COC(=[NH2+])/N=N\\CS", "species": ["C", "C", "C", "N", "N", "N", "O", "S", "H", "H", "H", "H", "H", "H", "H", "H"], "positions_angstrom": [[-1.0916, 1.7481, -0.3700], [0.9998, -0.3911, 0.0215], [-0.5987, -2.0875, -0.4826], [-0.1143, 1.2068, -1.1983], [0.7450, 0.3773, -1.0220], [2.1195, -0.1634, 0.7025], [0.4575, -1.4970, 0.3439], [-0.9354, 1.2376, 1.5635], [-0.9884, 2.8765, -0.4080], [-1.9724, 1.5422, -0.9293], [-0.7442, -3.1214, -0.1330], [-0.1538, -2.3648, -1.4620], [-1.5292, -1.6263, -0.7147], [-1.4327, 2.4692, 2.0653], [2.7463, 0.6095, 0.6624], [2.4930, -0.8156, 1.3607]], "forces_ev_per_a": [[1.12, 1.17, 3.13], [3.13, -0.19, 3.29], [1.61, -2.84, -1.70], [0.24, 1.08, -2.14], [-0.91, 0.32, -1.33], [0.14, -0.13, 0.15], [-2.15, -0.89, -0.66], [-1.18, 1.73, -1.46], [0.07, -1.30, 0.01], [-1.34, -0.45, 0.11], [-0.20, 0.81, 0.79], [0.10, 0.80, 0.32], [-0.49, 1.22, 0.81], [0.66, -1.45, -0.76], [-0.30, 0.99, -0.81], [-0.50, -0.88, 0.27]]}